Entry 1:
Computed, not measured: a cluster of 9 separate species, C10H38O9 in total in a non-equilibrium geometry, with ωB97M-V with the def2-TZVPD basis set.

Output
HOMO-LUMO gap in eV: 9.87
Largest force on an atom in Eh/bohr: 0.0310
Energy above the lowest of the compared OMol25 structures with the same formula, charge and spin in eV: 1.954
Highest occupied orbital energy in eV: -9.76
SMILES: CCO.CCO.CCO.CO.CO.CO.CO.O.O
Calculated total energy in eV: -29411.0040

XYZ file:
```
57
Properties=species:S:1:pos:R:3:mulliken_charge:R:1
C 0.7940 -2.8611 3.0703 -0.64
C 1.9549 -3.7383 2.6686 -0.36
O 2.7260 -3.1378 1.6305 -0.60
H 0.4753 -3.1717 4.0653 0.38
H -0.0106 -2.9349 2.3387 0.08
H 1.1051 -1.8165 3.0546 0.12
H 1.5647 -4.6921 2.3134 0.25
H 2.6239 -3.9158 3.5107 0.41
H 3.6184 -3.4897 1.6670 0.26
C 0.0996 3.2630 -1.8398 -0.29
C 1.4124 4.0698 -2.0475 -0.30
O 1.1155 5.2941 -2.6680 -0.54
H -0.7762 3.9025 -1.9504 0.40
H 0.0239 2.6632 -0.9328 -0.32
H -0.0513 2.4912 -2.5945 0.27
H 2.1926 3.5370 -2.5910 0.24
H 1.8410 4.2801 -1.0676 0.28
H 0.7128 5.0362 -3.5004 0.31
C -3.8376 1.4752 1.3590 -1.17
C -2.9226 2.6648 1.1579 0.51
O -3.5098 3.5649 0.1987 -0.55
H -3.4537 0.8232 2.1437 0.32
H -3.8677 0.7720 0.5267 0.29
H -4.8921 1.6832 1.5402 0.35
H -1.9071 2.3980 0.8655 -0.21
H -2.6877 3.1291 2.1157 0.24
H -2.8901 4.2937 0.1182 0.30
C 0.1535 2.0766 3.7657 -0.55
O 1.2735 1.8818 2.8608 -0.46
H -0.0939 3.1374 3.8065 0.34
H -0.7603 1.5992 3.4121 0.09
H 0.2981 1.8154 4.8140 0.31
H 1.8591 2.6293 3.0023 0.27
C 1.9932 -0.5116 -3.7877 -0.53
O 1.3583 0.5770 -4.4853 -0.54
H 2.8544 -0.9884 -4.2558 0.37
H 2.2241 -0.2550 -2.7538 0.16
H 1.2975 -1.3507 -3.7881 0.22
H 0.4433 0.5726 -4.1949 0.31
C -0.0643 -0.0807 0.5154 -0.05
O -0.2938 -0.7349 -0.7490 -0.23
H -0.7677 -0.3806 1.2921 0.21
H 0.9322 -0.4071 0.8132 0.32
H -0.0786 1.0038 0.4073 -0.49
H 0.3320 -1.4522 -0.8732 0.19
C -1.4191 -4.3350 -0.4607 -0.42
O -0.7100 -4.0357 -1.6374 -0.52
H -1.6035 -3.3854 0.0416 0.11
H -2.3401 -4.8791 -0.6700 0.29
H -0.8112 -5.0182 0.1325 0.21
H 0.2013 -3.9170 -1.3598 0.31
O -1.2546 -0.0809 -3.2426 -0.64
H -1.6227 -0.9274 -3.4959 0.25
H -1.1431 -0.1419 -2.2938 0.36
O 1.7317 -2.7040 -0.7903 -0.60
H 2.5134 -2.4529 -1.2823 0.24
H 2.0440 -2.8379 0.1046 0.42
```

***

Entry 2:
Computed, not measured: a cluster of 2 separate species, C15H15F3NO7S2 in total in a non-equilibrium geometry, with ωB97M-V with the def2-TZVPD basis set.

Output
HOMO-LUMO gap in eV: 4.04
Net charge: -1
Largest force on an atom in Eh/bohr: 0.0392
Highest occupied orbital energy in eV: -3.06
Calculated total energy in eV: -61444.3444

XYZ file:
```
43
Properties=species:S:1:pos:R:3:mulliken_charge:R:1
F 1.8349 -2.5099 1.4056 -0.23
C 0.5636 -2.1917 1.8219 0.71
F -0.0550 -3.3242 2.2291 -0.21
F 0.6544 -1.3485 2.8875 -0.23
S -0.2532 -1.4257 0.3864 -0.03
N -1.9222 -1.8164 0.8319 -0.03
C -2.6057 -3.0349 0.6297 0.56
O -2.1119 -4.0463 0.1554 -0.61
C -4.0069 -2.8159 1.0995 -0.07
C -4.2770 -1.4831 1.3005 0.56
C -5.5114 -0.9980 1.7180 -0.47
C -6.5385 -1.9190 1.9508 -0.56
C -6.3034 -3.2907 1.7308 -0.45
C -5.0512 -3.7477 1.2872 -0.58
S -2.9177 -0.4088 0.9912 1.11
O -2.5646 0.3251 2.1806 -0.57
O -3.0263 0.2521 -0.2864 -0.59
H -5.6351 0.0652 1.8611 0.45
H -7.5071 -1.5725 2.2956 0.39
H -7.1170 -3.9963 1.9091 0.37
H -4.8602 -4.8037 1.0913 0.46
H 2.8617 0.8841 -0.6437 0.31
C 3.0597 1.7535 -1.2560 -0.49
C 2.1081 2.8068 -1.3640 0.53
O 2.1535 3.8341 -2.0336 -0.71
O 1.0261 2.5499 -0.5585 -0.21
C 0.0628 3.6107 -0.6610 -0.26
C -1.0811 3.2775 0.2570 -0.93
C 4.2854 1.8837 -1.9743 0.28
O 4.6414 2.7726 -2.7442 -0.71
O 5.1210 0.8298 -1.6967 -0.26
C 6.3542 0.9523 -2.4259 -0.19
C 7.2012 -0.2414 -2.0799 -1.21
H 0.5310 4.5633 -0.3723 0.29
H -0.2850 3.7029 -1.7009 0.29
H -1.8323 4.0605 0.1399 0.42
H -1.5291 2.3076 0.0026 0.06
H -0.7462 3.2614 1.3023 0.28
H 6.1581 0.9869 -3.5080 0.29
H 6.8637 1.8862 -2.1478 0.28
H 8.1166 -0.1810 -2.6667 0.39
H 7.4631 -0.2399 -1.0164 0.28
H 6.6776 -1.1703 -2.3287 0.29
```

***

Entry 3:
Computed, not measured: a structure of composition C48H45As2N4O5S3V in a non-equilibrium geometry, with ωB97M-V with the def2-TZVPD basis set.

Output
HOMO-LUMO gap (spin up / spin down) in eV: 6.11 / 6.54
Multiplicity: 4
Net charge: -1
Largest force on an atom in Eh/bohr: 0.0665
Energy above the lowest of the compared OMol25 structures with the same formula, charge and spin in eV: 0.610
Highest occupied orbital energy (spin up / spin down) in eV: -3.79 / -4.23
Calculated total energy in eV: -246577.1654
⟨S²⟩: 3.77

XYZ file:
```
108
Properties=species:S:1:pos:R:3:mulliken_charge:R:1
V -0.0352 -0.1810 0.9773 0.31
C -3.2366 1.9752 0.4247 -1.60
C -2.6891 2.4017 -0.9342 -1.86
As -1.2725 1.2472 -1.7888 2.49
C -0.9735 2.6723 -3.1555 0.11
C -1.9729 3.2502 -3.9330 -0.43
C -1.7035 4.3086 -4.7812 -0.82
C -0.4118 4.7961 -4.8861 -0.65
C 0.6011 4.2215 -4.1373 -0.78
C 0.3174 3.1778 -3.2735 -0.52
C -2.5930 0.1979 -2.8194 0.64
C -2.6557 0.1630 -4.2092 -0.84
C -3.5859 -0.6252 -4.8658 -0.99
C -4.4817 -1.3909 -4.1421 -0.75
C -4.4090 -1.3941 -2.7590 -0.95
C -3.4670 -0.6189 -2.1056 0.06
As -1.9064 1.2621 1.7215 3.55
C -3.1136 1.0694 3.2726 0.26
C -2.9782 -0.0167 4.1296 -0.21
C -3.8042 -0.1656 5.2322 -1.00
C -4.7854 0.7740 5.4982 -0.50
C -4.9143 1.8784 4.6727 -0.80
C -4.0765 2.0279 3.5805 -0.49
C -1.0785 2.9126 2.3529 0.43
C -0.8671 3.3099 3.6303 -0.19
C 0.1384 4.3011 3.9340 -0.47
C 0.9899 4.8098 3.0295 -1.44
C 0.9375 4.4105 1.5825 -0.32
C -0.1364 3.3640 1.3325 -0.43
H -3.9530 1.1524 0.3137 0.28
H -3.7643 2.8314 0.8783 0.63
H -2.2354 3.3972 -0.8522 0.66
H -3.5273 2.4899 -1.6372 0.76
H -2.9850 2.8698 -3.8711 0.28
H -2.5016 4.7523 -5.3654 0.40
H -0.2023 5.6331 -5.5381 0.39
H 1.6135 4.5909 -4.2253 0.48
H 1.1021 2.7434 -2.6658 0.57
H -1.9742 0.7724 -4.7920 0.41
H -3.6171 -0.6401 -5.9473 0.42
H -5.2295 -1.9817 -4.6538 0.35
H -5.1015 -1.9990 -2.1892 0.47
H -3.3906 -0.6658 -1.0258 0.03
H -2.2187 -0.7613 3.9170 0.31
H -3.6885 -1.0216 5.8843 0.42
H -5.4404 0.6535 6.3507 0.37
H -5.6742 2.6212 4.8782 0.41
H -4.1589 2.9140 2.9608 0.27
H -1.4590 2.9092 4.4509 0.43
H 0.2049 4.6326 4.9646 0.39
H 1.7238 5.5566 3.3065 0.36
H 0.9163 5.3070 0.9444 0.50
H -0.5620 3.4482 0.3285 -0.26
S 2.2669 -1.0241 0.3239 -0.77
C 2.3789 -0.3444 -1.1956 0.44
N 1.4719 -0.4098 -2.1292 0.23
C 1.8410 0.1762 -3.2955 -1.66
C 1.0515 0.2866 -4.4402 0.97
C 1.5768 0.8716 -5.5745 -1.07
C 2.8746 1.3690 -5.5821 -0.68
C 3.6653 1.3016 -4.4457 -0.37
C 3.1551 0.7012 -3.3101 0.84
S 3.8942 0.4561 -1.7539 -0.35
H 0.0363 -0.0811 -4.4139 0.31
H 0.9695 0.9422 -6.4675 0.39
H 3.2663 1.8240 -6.4815 0.38
H 4.6660 1.7045 -4.4481 0.41
O 1.9754 3.5302 1.1147 -0.80
C 1.0931 2.3483 1.2015 0.34
O 0.9737 1.5174 0.2047 0.47
C 1.3801 1.6287 2.5026 -0.03
C 2.2510 2.0865 3.4724 -0.79
C 2.3526 1.3969 4.6722 -0.81
C 1.5748 0.2565 4.8359 -1.24
C 0.7997 -0.1800 3.7845 -0.08
N 0.7132 0.4690 2.6150 0.58
H 2.8372 2.9703 3.2745 0.58
H 3.0083 1.7433 5.4568 0.47
H 1.5867 -0.2999 5.7624 0.49
H 0.2355 -1.0995 3.8608 0.24
O -0.7475 -1.3535 -0.8813 -0.18
S 0.2246 -2.3333 -1.4012 0.74
C -0.1377 -2.5786 -3.2060 0.10
C -0.1541 -4.0756 -3.4132 -0.97
C -1.1055 -4.5991 -2.3467 -0.80
C -0.6555 -3.9633 -1.0430 0.01
H 0.6421 -2.0840 -3.7729 0.16
H -1.1042 -2.1145 -3.3931 -0.28
H 0.8497 -4.4759 -3.2518 0.35
H -0.4699 -4.3483 -4.4213 0.43
H -1.0964 -5.6883 -2.2859 0.44
H -2.1197 -4.2768 -2.5925 0.26
H 0.0724 -4.5770 -0.5148 0.55
H -1.4844 -3.7181 -0.3854 -0.44
C -0.1845 -5.1838 2.8298 -1.13
N -1.0084 -4.0746 2.4206 0.36
C -2.3526 -4.2012 2.2946 -0.26
C -3.1006 -3.1569 1.8860 -1.17
C -2.4542 -1.9031 1.5595 0.02
O -3.1299 -0.9346 1.1609 -0.60
N -1.1093 -1.8137 1.7136 1.46
C -0.3656 -2.8550 2.1106 -0.83
O 0.8466 -2.7975 2.2557 -0.78
H -0.7539 -5.8512 3.4774 0.39
H 0.6800 -4.7837 3.3601 0.34
H 0.1811 -5.7416 1.9624 0.27
H -2.7625 -5.1731 2.5415 0.41
H -4.1700 -3.2259 1.7839 0.49
```

***

Entry 4:
Computed, not measured: a structure of composition C23H30ClCoO9 in a non-equilibrium geometry, with ωB97M-V with the def2-TZVPD basis set.

Output
HOMO-LUMO gap (spin up / spin down) in eV: 2.16 / 2.23
Multiplicity: 5
Net charge: -2
Largest force on an atom in Eh/bohr: 0.1159
Energy above the lowest of the compared OMol25 structures with the same formula, charge and spin in eV: 2.259
Highest occupied orbital energy (spin up / spin down) in eV: 1.45 / 1.38
Calculated total energy in eV: -92900.3554
⟨S²⟩: 6.03

XYZ file:
```
64
Properties=species:S:1:pos:R:3:mulliken_charge:R:1
C 0.3781 -0.2566 -3.5560 3.56
C 0.1887 -0.9618 -2.1993 -1.67
C -0.0438 1.2136 -3.3953 -1.77
C -0.8825 1.3077 -2.0891 0.61
H -0.6282 1.4760 -4.2830 0.43
H 0.8541 1.8441 -3.3594 0.21
C -0.9524 -0.2371 -1.5339 0.66
H 1.1182 -0.8709 -1.6142 0.18
H -0.0546 -2.0260 -2.3442 0.59
C -1.3285 -0.8244 -0.1238 -1.34
H -1.8440 -0.5671 -2.1034 0.28
H -1.9207 1.5469 -2.3852 0.49
C -0.3934 2.4539 -1.2755 0.49
C 1.8082 -0.4433 -4.0345 -0.49
C -0.3906 -0.9052 -4.7125 -0.29
O -0.9167 -0.2798 -5.6237 -0.68
O 2.7859 -0.4245 -3.2999 -0.64
O 1.8965 -0.5838 -5.3656 -0.25
O -0.4481 -2.2429 -4.6570 -0.26
C -1.0347 -2.8022 -5.8405 -0.80
H -0.9335 -3.8787 -5.7188 0.26
H -0.4859 -2.4428 -6.7177 0.31
H -2.0851 -2.5015 -5.9145 0.30
C 3.2310 -0.7782 -5.8387 -0.77
H 3.8775 0.0409 -5.4944 0.29
H 3.1357 -0.7883 -6.9261 0.24
H 3.6240 -1.7348 -5.4622 0.32
O -0.4610 -0.7868 0.9684 -0.52
H -1.4531 -1.9179 -0.3302 0.21
H -2.3343 -0.4126 0.1323 0.20
C -1.3516 3.0731 -0.3224 -1.43
C 1.0505 2.4301 -0.9314 -1.49
H 1.6605 3.1480 -1.4935 0.26
H 1.4729 1.4319 -1.1374 0.21
H 1.1766 2.6913 0.1262 0.55
H -0.8567 3.1434 0.6523 0.35
H -2.2560 2.4526 -0.2337 0.34
H -1.6688 4.0966 -0.5722 0.32
Co -0.8065 -0.4935 2.6872 -0.08
C -1.8117 0.4457 4.1633 -0.34
C -2.5928 0.3898 2.9743 -0.26
C -2.7586 -0.9957 2.6250 -0.50
H -3.0151 1.2568 2.4677 0.48
C -2.0100 -1.7922 3.5609 -0.97
C -1.4819 -0.8958 4.5421 -0.13
H -0.9951 -1.1974 5.4602 0.55
H -1.6229 1.3490 4.7395 0.48
H -3.2840 -1.3596 1.7485 0.73
H -1.7854 -2.8568 3.4930 0.36
C 1.7791 1.2930 3.5482 -1.37
C 1.7791 0.3445 4.6722 0.03
C 1.4126 -0.9414 4.1324 -0.87
H 2.4056 0.4942 5.5326 0.64
C 1.3565 -0.8456 2.7233 -1.10
C 1.5822 0.5928 2.3693 0.41
H 1.6211 0.9436 1.3369 0.11
H 1.9426 2.3512 3.6568 0.34
H 1.3973 -1.8609 4.6948 0.43
H 1.4088 -1.6451 1.9913 0.71
O 1.6447 0.6471 7.8872 -0.65
Cl 0.3871 0.3205 7.2572 1.51
O 0.2704 -1.1099 7.0130 -0.65
O -0.7518 0.8704 7.9112 -0.64
O 0.3943 1.0123 5.8220 -0.47
```

***

Entry 5:
Computed, not measured: a structure of composition C30H35B2BiBrF4N4O7SSi, with ωB97M-V with the def2-TZVPD basis set.

Output
HOMO-LUMO gap in eV: 7.97
Net charge: +1
Largest force on an atom in Eh/bohr: 0.0160
Energy above the lowest of the compared OMol25 structures with the same formula, charge and spin in eV: 0.794
Highest occupied orbital energy in eV: -11.29
Calculated total energy in eV: -158790.6519

XYZ file:
```
86
Properties=species:S:1:pos:R:3:mulliken_charge:R:1
Bi 2.2158 -1.0472 0.4267 1.00
C 2.1110 0.4158 -3.9166 -1.61
C 1.8435 0.0580 -2.5029 0.05
N 2.7480 -0.2140 -1.6540 0.98
O 4.0378 -0.1270 -2.0176 -0.55
B 4.9551 -0.1074 -0.8447 0.70
F 6.2273 -0.1901 -1.2523 -0.32
F 4.5522 -1.2768 -0.0371 -0.35
O 4.7575 1.0833 0.0104 -0.48
N 3.5304 1.1017 0.5689 0.56
C 3.1850 2.1501 1.2052 0.22
C 4.0427 3.3599 1.3542 -1.64
C 1.7838 2.1364 1.7350 0.09
N 1.1451 1.0502 1.5622 1.13
O -0.1928 1.0804 1.9266 -0.59
B -1.0006 0.1907 1.2028 0.97
F -0.2014 -1.4427 1.7939 -0.01
F -2.2361 0.0726 1.6594 -0.17
O -0.8991 -0.0857 -0.1813 -0.83
N 0.3556 -0.1016 -0.7162 1.07
C 0.4444 0.0117 -1.9829 0.64
C -0.7023 0.0943 -2.9225 -1.57
C 1.2346 3.3697 2.3636 -1.83
H 3.1672 0.6143 -4.0652 0.45
H 1.5162 1.2806 -4.2130 0.16
H 1.8193 -0.4335 -4.5400 0.34
H 5.0237 3.1800 0.9269 0.40
H 4.1501 3.6274 2.4062 0.37
H 3.5783 4.2042 0.8404 0.29
H -1.6450 -0.0231 -2.3989 0.41
H -0.5881 -0.6995 -3.6636 0.41
H -0.6940 1.0468 -3.4525 -0.07
H 1.8372 3.6444 3.2308 0.47
H 0.2041 3.2290 2.6704 0.41
H 1.3019 4.1804 1.6378 0.26
C 1.2518 -1.3384 4.1336 -1.16
Si -0.1875 -2.1786 3.3179 0.42
C 0.1390 -3.9549 2.9383 -1.02
C -1.8046 -1.8291 4.1100 0.57
C -2.8843 -2.7014 3.9530 -0.10
C -4.1106 -2.4180 4.5348 -0.68
C -4.2697 -1.2648 5.2893 -0.48
C -3.2036 -0.3917 5.4638 -0.69
C -1.9802 -0.6754 4.8799 -0.22
H 1.2168 -1.5288 5.2097 0.49
H 1.2424 -0.2554 3.9898 0.21
H 2.2053 -1.7323 3.7715 0.35
H 0.4262 -4.4534 3.8694 0.47
H 0.9530 -4.0834 2.2229 0.30
H -0.7354 -4.4717 2.5393 0.24
H -2.7773 -3.6053 3.3628 0.15
H -4.9415 -3.0988 4.4028 0.42
H -5.2258 -1.0477 5.7480 0.40
H -3.3276 0.5045 6.0577 0.40
H -1.1551 0.0150 5.0219 0.32
C -0.9620 5.2414 -0.5235 -1.20
S -0.8124 3.4847 -0.8542 0.58
O 0.6370 3.1413 -0.6691 -0.56
C -1.0820 3.5434 -2.6184 0.17
C 0.0089 3.7102 -3.4574 -0.29
C -0.1899 3.6766 -4.8311 -0.52
C -1.4657 3.4750 -5.3454 -0.50
C -2.5500 3.3124 -4.4917 -0.62
C -2.3602 3.3403 -3.1175 -0.43
H -0.1919 5.7747 -1.0799 0.36
H -0.8387 5.3814 0.5500 0.42
H -1.9554 5.5722 -0.8278 0.43
H 0.9950 3.8420 -3.0273 0.40
H 0.6491 3.8095 -5.5023 0.46
H -1.6152 3.4439 -6.4167 0.42
H -3.5408 3.1525 -4.8960 0.41
H -3.1952 3.1885 -2.4424 0.45
Br -3.4672 -4.8024 0.9831 -0.10
C -2.3361 -4.7832 -0.5397 -0.33
C -2.6676 -5.5452 -1.6470 -0.42
C -1.8469 -5.5003 -2.7678 -0.66
C -0.7176 -4.6977 -2.7786 -0.64
C -0.3869 -3.9590 -1.6474 0.24
C -1.1976 -4.0001 -0.5206 0.50
C 0.8048 -3.0533 -1.6872 0.45
O 1.2094 -2.5947 -2.7399 -0.62
O 1.3164 -2.7790 -0.5043 -0.70
H -3.5565 -6.1608 -1.6380 0.43
H -2.0997 -6.0949 -3.6355 0.41
H -0.0789 -4.6364 -3.6496 0.50
H -0.9460 -3.4069 0.3462 0.27
```